Here is the ion C5H13N2OSi with charge +1 from OMol25. Energies are from wB97M-V/def2-TZVPD.

The geometry in XYZ format:
```
22
Properties=species:S:1:pos:R:3:forces:R:3
H -0.888349 2.047692 -1.556864 0.003 -0.067 0.104
C -3.044131 -0.419950 -0.368805 -0.011 0.048 0.053
C 2.842823 1.010905 1.051827 -0.358 -0.422 -0.649
C -0.885058 0.699408 0.047590 -0.328 0.170 0.070
Si 1.656968 0.144623 -0.127807 0.092 -0.415 0.436
N 0.027704 -0.044369 0.640907 0.592 -0.227 0.086
C 2.135891 -1.454023 -1.003648 0.003 0.787 0.349
N -0.407275 1.403381 -0.945965 0.081 0.047 -0.017
H 1.321757 -1.867080 -1.596728 -0.167 0.163 0.046
H -4.096931 -0.418235 -0.104324 -0.073 -0.024 0.002
H -2.452810 0.562479 1.460549 0.095 0.149 -0.015
H -2.960310 -0.282333 -1.443307 -0.011 -0.021 -0.098
H -2.627116 -1.388697 -0.106984 0.009 -0.101 0.002
O 0.930463 1.250511 -1.196250 0.225 0.249 -0.395
H 3.190566 0.338943 1.830456 0.031 -0.216 0.105
C -2.330214 0.710355 0.386924 -0.278 -0.169 -0.127
H 2.971531 -1.283415 -1.676443 0.180 0.072 -0.092
H 3.722932 1.356920 0.517040 0.160 0.019 -0.137
H -2.771951 1.668641 0.113638 0.074 0.049 0.088
H 2.451475 -2.214644 -0.295832 0.066 -0.079 0.216
H 2.394635 1.878055 1.533887 -0.214 -0.012 -0.097
H -0.238723 -0.625971 1.417257 -0.172 0.001 0.072
```
Positions in Å, forces in eV/Å.

## Properties
SMILES = CCC1=[NH+]O[Si](C)(C)N1
Charge = +1
Energy = -18296.570 eV
Lowest unoccupied orbital energy = -2.8 eV
F_max = 0.86 eV/A
Relative energy (zero: lowest compared OMol25 entry of this formula, charge and spin) = 0.0 kJ/mol

Here is a structure of composition C16H31F3P2Ru in a non-equilibrium geometry from OMol25. Energies are from wB97M-V/def2-TZVPD.

The geometry in XYZ format:
```
53
Properties=species:S:1:pos:R:3:forces:R:3
H 1.101788 0.095927 -1.458337 0.134 -0.089 -0.057
C -0.983835 1.066293 2.881838 -0.531 -0.264 0.137
C -0.214434 2.513475 -1.051831 -1.695 -2.770 2.182
F -0.583080 -3.399041 -1.292325 0.228 -0.059 1.015
H -0.578097 1.627852 3.737449 -0.041 -0.294 -0.227
H -1.844050 1.390007 -0.321240 0.207 0.107 -0.307
H 2.567400 -3.469637 -0.133447 0.110 0.083 0.209
C -0.442578 -3.708437 0.046380 -0.405 -1.654 -0.110
H -0.701408 1.582056 1.958335 -0.177 -0.043 0.137
H 1.612084 -1.535498 -1.979179 -0.034 0.169 0.079
H -2.636966 -2.756148 2.250091 0.455 0.206 -0.255
F 0.688228 -4.502638 0.161700 -1.116 0.684 -0.256
H 1.888100 -1.384339 3.284921 0.013 0.577 0.016
Ru -0.255603 -1.930251 1.241134 -5.225 -5.125 -2.400
H 0.203431 -0.907831 5.216930 -0.227 -0.115 -0.279
P 1.558764 -1.359465 0.416107 6.114 2.097 -1.714
H 2.832250 -0.338131 -1.445933 -0.564 -0.333 0.268
H -0.024126 -0.542526 -3.688397 -0.212 0.752 0.294
H 1.110698 4.105583 -1.390251 -0.176 -0.413 -0.147
H -2.086037 1.029016 2.991900 0.605 0.158 -0.202
H 1.780234 0.948466 1.210913 0.029 -0.256 0.297
C -0.152293 3.883540 -3.174743 0.525 -1.236 0.185
H -1.546814 -1.006035 4.982061 0.107 -0.193 -0.255
C 2.859174 -2.662064 0.542261 -0.144 -0.170 0.071
C -1.440808 1.682562 -1.307145 -0.203 0.845 0.997
H -2.783787 -0.985533 2.376327 0.152 -0.409 -0.205
C -0.979175 2.827114 -3.951629 -0.804 -0.174 0.057
H 2.919334 -3.062982 1.566844 -0.066 0.120 -0.387
H 0.238976 2.317606 -0.065466 0.047 0.216 -0.587
C -0.326882 1.498070 -4.142014 0.267 0.095 -0.664
P -0.308882 -0.639006 2.855837 0.570 3.057 5.100
C -1.319301 0.364025 -2.116372 0.483 -0.759 -0.756
H 3.223224 0.016863 1.626274 -0.049 -0.011 0.040
H 0.246940 1.434285 -5.068756 0.114 -0.267 0.357
H -1.948644 2.671636 -3.470535 0.167 0.362 -0.455
F -1.486105 -4.513988 0.377815 0.711 0.742 -0.281
H -0.791005 4.774362 -3.093834 0.061 0.187 0.130
H 0.708714 4.166925 -3.799467 -0.015 0.308 0.453
H -0.948542 -0.446205 -1.474265 -0.108 0.167 -0.081
C -2.363925 -1.801513 1.763604 -0.774 0.604 0.446
C 0.306214 3.485315 -1.809188 0.851 2.895 -2.255
H -0.501443 -2.408577 4.537947 -0.106 0.545 0.052
C -0.582302 -1.304585 4.554886 -0.113 -0.161 -0.116
H -2.845936 -1.732316 0.783685 0.212 -0.085 -0.100
C 1.802573 -0.720175 -1.272020 0.501 0.234 -0.036
H 3.847152 -2.310078 0.231202 -0.184 0.290 0.112
C -0.472122 0.418227 -3.364108 -0.297 -0.572 -0.153
C 1.523154 -0.378520 2.985106 0.214 -0.233 -0.332
H -2.350178 0.072771 -2.394585 0.315 0.244 0.161
C 2.131789 -0.017741 1.611384 -0.217 -0.136 -0.288
H 1.730788 0.321822 3.802398 0.170 -0.007 -0.245
H -1.169081 3.248123 -4.944404 -0.027 0.017 0.201
H -2.213568 2.281341 -1.785855 0.150 0.065 0.157
```
Positions in Å, forces in eV/Å.

## Properties
Charge = +2
Energy = -46384.718 eV
Lowest unoccupied orbital energy (alpha / beta) = -6.2 / -11.1 eV
2S+1 = 5
F_max = 7.70 eV/A
Relative energy (zero: lowest compared OMol25 entry of this formula, charge and spin) = 140.3 kJ/mol

Here is a structure of composition C5H8O2 from OMol25. Energies are from wB97M-V/def2-TZVPD.

The geometry in XYZ format:
```
15
Properties=species:S:1:pos:R:3:forces:R:3
H -0.038831 -2.306063 0.736030 -0.302 0.044 -0.096
H 1.843055 0.938403 2.290751 0.054 -0.071 -0.103
O 0.147767 -1.995209 -2.279114 0.072 -0.099 0.060
C 0.060168 -1.192891 -1.198583 -0.054 0.047 0.280
C 0.069206 0.698226 1.543179 -0.390 0.096 0.003
H -0.631468 0.866740 -1.791310 -0.010 -0.133 0.145
O 1.465017 0.486690 1.529203 0.260 0.181 0.239
H -1.618786 0.132054 0.366020 0.176 0.032 0.077
H -0.184899 1.769628 1.521960 0.116 -0.105 0.006
C -0.527282 0.002985 0.347701 -0.068 0.150 0.205
H -0.221104 -2.828990 -1.956160 0.254 -0.120 -0.440
C 0.005141 0.305069 -1.098613 -0.034 0.083 -0.153
H 0.999610 0.761419 -1.046716 -0.169 -0.096 -0.084
C -0.140591 -1.435664 0.098206 -0.056 -0.121 -0.047
H -0.393835 0.262448 2.445394 0.153 0.111 -0.091
```
Positions in Å, forces in eV/Å.

## Properties
Charge = 0
Energy = -9407.720 eV
Lowest unoccupied orbital energy = 0.8 eV
F_max = 0.52 eV/A
Relative energy (zero: lowest compared OMol25 entry of this formula, charge and spin) = 203.8 kJ/mol

Here is an isolated molecule of C8H10O in a non-equilibrium geometry from OMol25. Energies are from wB97M-V/def2-TZVPD.

The geometry in XYZ format:
```
19
Properties=species:S:1:pos:R:3:forces:R:3
H 0.615028 -2.229699 -0.403347 -0.240 0.913 -0.358
H 0.521887 -0.597411 -2.595401 0.057 0.460 -0.355
C 1.343657 0.704853 -0.972088 1.197 0.988 -0.319
C -0.757195 -0.848093 0.532454 -1.033 1.180 0.827
C -0.401252 1.015571 1.587102 0.547 -0.526 -2.424
H 1.143943 -0.563696 1.870274 0.080 -0.044 -0.593
O -0.404794 2.037181 2.188474 0.122 0.387 0.905
H 2.045954 1.234438 -1.644562 -0.929 -0.147 0.059
H 1.878641 0.612372 -0.049778 -0.168 -0.601 0.693
H -1.715555 -1.359973 0.785976 0.914 0.204 -0.003
C -0.099912 -1.403761 -0.675105 -0.175 -2.627 -1.133
C 0.065353 -0.425972 1.791596 0.450 1.054 -0.832
H -0.375734 1.922671 -1.677165 -0.079 -1.469 0.904
C 0.442257 -0.293141 -1.566811 -0.658 -0.680 0.761
H -0.919052 -1.964090 -1.236850 1.012 0.750 0.337
H -1.971456 1.145543 0.171099 -0.371 -0.526 -0.540
H -0.282309 -0.678845 2.726520 -1.114 -1.341 2.123
C -0.994880 0.663920 0.190437 0.148 1.421 0.957
C -0.134580 1.028130 -1.022824 0.240 0.604 -1.010
```
Positions in Å, forces in eV/Å.

## Properties
SMILES = O=C1C[C@@H]2C[C@@H]3C[C@@H]3[C@H]12
Charge = 0
Energy = -10503.503 eV
Lowest unoccupied orbital energy = 1.0 eV
F_max = 2.87 eV/A
Relative energy (zero: lowest compared OMol25 entry of this formula, charge and spin) = 202.6 kJ/mol

Here is a cluster of 2 separate species, C7H11N3 in total in a non-equilibrium geometry from OMol25. Energies are from wB97M-V/def2-TZVPD.

The geometry in XYZ format:
```
21
Properties=species:S:1:pos:R:3:forces:R:3
H -0.489900 -3.054018 2.976803 -0.682 0.323 -1.856
C 0.594850 -0.508502 -1.203483 1.778 -1.049 -2.469
C 2.081484 0.059653 -0.988402 -2.916 -0.319 1.498
H 2.028460 0.499055 -0.026760 0.689 0.817 0.586
H -1.039241 -3.509419 1.214912 -0.888 -1.773 -1.151
H -1.886991 2.443936 -0.599640 -0.457 -0.813 -0.155
N -0.529317 -0.108771 -0.539221 -1.615 -1.143 1.483
C 1.240656 0.578818 -2.038871 -1.254 0.513 -4.211
H 0.641855 1.524329 -2.163988 1.206 -0.619 1.003
C 0.301916 1.575833 0.965918 -0.114 0.204 0.779
C -1.945998 1.622771 0.140545 -1.930 -0.824 -0.108
H 2.835575 -0.639824 -1.106250 1.426 -0.960 -0.661
H -2.364798 2.120422 1.039449 0.943 -0.580 0.027
N 0.917856 2.125781 1.771170 0.638 0.240 0.028
H 1.434172 0.241477 -3.118893 0.092 0.354 1.758
C -0.257895 -1.652477 1.433713 -0.065 2.448 0.496
C -0.697670 -2.786808 1.862799 1.418 0.119 3.006
N -0.633324 0.997197 0.239975 -0.198 -0.204 -0.919
H -2.664612 0.714718 -0.076982 1.341 2.176 -0.115
H 0.412689 -1.501161 -1.803667 0.496 1.989 1.659
H 0.020234 -0.743010 2.020872 0.091 -0.899 -0.679
```
Positions in Å, forces in eV/Å.

## Properties
Charge = 0
Energy = -11899.177 eV
Lowest unoccupied orbital energy (alpha / beta) = 0.1 / 0.3 eV
F_max = 4.42 eV/A
Relative energy (zero: lowest compared OMol25 entry of this formula, charge and spin) = 724.7 kJ/mol

Here is an isolated molecule of C4H6BrNS in a non-equilibrium geometry from OMol25. Energies are from wB97M-V/def2-TZVPD.

The geometry in XYZ format:
```
13
Properties=species:S:1:pos:R:3:forces:R:3
H 1.821768 2.786269 0.579661 -0.536 -2.335 0.044
C -2.006064 -1.203264 -0.781766 1.069 -2.419 1.252
H -0.279861 1.797979 1.241529 -0.353 0.064 0.209
N -1.205667 -0.167697 -0.243494 1.037 0.791 0.480
H -2.538965 -0.777094 -1.567619 -1.582 0.531 -0.983
H -2.590360 -1.598325 0.080325 -0.249 0.271 -0.905
H 2.598911 -0.302404 -0.566613 -1.258 -2.199 -0.547
Br 0.771911 -1.786510 0.930090 0.153 -0.633 0.152
C 1.597753 1.648822 0.464383 0.942 0.346 0.265
C 0.444062 1.094257 0.872725 0.331 0.824 -1.014
C -0.159570 -0.198189 0.433936 -0.239 0.680 -0.403
H -1.503305 -2.113135 -1.232722 0.148 0.965 0.685
S 3.049386 0.819292 -0.210439 0.536 3.114 0.764
```
Positions in Å, forces in eV/Å.

## Properties
SMILES = C/N=C(Br)/C=C\S
Charge = 0
Energy = -86611.333 eV
Lowest unoccupied orbital energy = 0.5 eV
F_max = 3.25 eV/A
Relative energy (zero: lowest compared OMol25 entry of this formula, charge and spin) = 164.1 kJ/mol